Entry 1:
Here is C7H13NO3 in the gas phase from the Open Molecules 2025 dataset. Energies are from wB97M-V/def2-TZVPD.

Structure (XYZ):
```
24
Properties=species:S:1:pos:R:3:mulliken_charge:R:1
C -0.234 -0.801 0.594 -0.27
C 0.950 0.686 -0.893 0.30
C 2.942 -0.753 -1.317 -0.96
C -1.877 -0.179 2.376 -1.31
C -2.596 -0.125 -0.012 -1.52
C 2.421 0.452 -0.595 -0.58
C -1.724 -0.862 1.056 0.52
N 0.499 1.763 -1.742 1.00
O -0.708 1.844 -1.820 -0.64
O 1.258 2.537 -2.266 -0.66
O -0.023 0.074 -0.304 -0.18
H 0.640 -1.314 1.156 0.31
H 3.071 -0.846 -2.467 0.27
H 2.272 -1.507 -0.975 0.27
H 3.993 -0.975 -1.003 0.31
H -1.734 0.967 2.208 0.27
H -1.129 -0.392 3.175 0.35
H -2.823 -0.382 2.909 0.36
H -3.513 -0.007 0.430 0.51
H -2.661 -0.650 -1.040 0.28
H -2.261 0.855 -0.241 0.35
H 2.933 1.394 -0.736 0.41
H 2.483 -0.015 0.406 0.19
H -2.178 -1.765 1.100 0.42
```

Summary:
- calculated total energy (eV) = -15095.3670
- relative energy (zero: lowest compared OMol25 entry of this formula, charge and spin) (eV) = 8.0439
- Kohn-Sham gap (spin up / spin down) (eV) = 7.91 / 7.48

***

Entry 2:
Here is 3 unconnected molecules or ions with the total composition C7H13NO5S from the Open Molecules 2025 dataset. Energies are from wB97M-V/def2-TZVPD.

Structure (XYZ):
```
27
Properties=species:S:1:pos:R:3:mulliken_charge:R:1
C -1.012 0.989 -1.125 0.94
C 3.680 1.393 1.859 0.75
C -2.840 -1.357 0.091 -0.99
C 0.713 -2.109 -0.595 -0.68
C -2.130 1.233 -0.169 -0.33
C -2.550 0.049 0.762 -0.54
C -0.165 2.092 -1.009 -0.83
N 1.030 2.179 -0.459 -0.02
O 4.127 0.897 2.790 -0.37
O -1.172 0.259 -2.116 -0.67
O 3.443 2.002 0.912 -0.40
O 1.916 -0.281 0.910 -0.59
O 3.144 -1.184 -1.098 -0.50
S 2.209 -1.557 0.306 0.53
H -2.121 -1.589 -0.651 0.21
H -2.593 -2.130 0.863 0.30
H -3.824 -1.354 -0.340 0.34
H 0.985 -3.018 -1.250 0.39
H 0.051 -2.382 0.127 0.31
H 0.263 -1.376 -1.241 0.11
H -1.784 2.062 0.550 0.22
H -3.020 1.569 -0.737 0.31
H -1.910 -0.159 1.698 0.25
H -3.412 0.342 1.302 0.42
H 1.450 1.466 0.049 0.28
H 1.418 3.094 -0.548 0.23
H 4.107 -1.128 -0.876 0.33
```

Summary:
- calculated total energy (eV) = -30029.7171
- relative energy (zero: lowest compared OMol25 entry of this formula, charge and spin) (eV) = 0.3375
- Kohn-Sham gap (eV) = 8.53

***

Entry 3:
Here is C7H13NOS2 in the gas phase from the Open Molecules 2025 dataset. Energies are from wB97M-V/def2-TZVPD.

Structure (XYZ):
```
24
Properties=species:S:1:pos:R:3:mulliken_charge:R:1
C -1.905 1.811 -1.529 -1.39
C -1.599 0.623 -0.611 0.60
C -2.744 0.322 0.396 -1.59
C -0.086 1.056 0.201 -0.22
S 0.050 1.819 1.605 -0.14
S 1.467 0.640 -0.809 1.00
N 1.083 -0.418 -1.879 -0.72
O 2.217 1.838 -1.152 -0.64
C 2.116 -0.225 0.602 -0.28
C 3.551 -0.521 0.683 -0.77
C 3.052 0.581 1.549 -0.44
H -2.532 2.548 -1.108 0.39
H -2.590 1.493 -2.383 0.31
H -1.008 2.243 -1.806 0.45
H -1.520 -0.256 -1.153 0.41
H -3.635 0.235 -0.183 0.43
H -2.804 1.026 1.250 0.32
H -2.654 -0.617 0.887 0.42
H 1.054 0.062 -2.840 0.26
H 1.343 -0.901 1.013 0.47
H 4.439 -0.154 0.200 0.29
H 3.671 -1.434 1.113 0.32
H 2.771 0.278 2.560 0.27
H 3.270 1.651 1.378 0.26
```

Summary:
- calculated total energy (eV) = -32672.7710
- structure (SMILES) = CC(C)C(=S)[S@@](=N)(=O)C1CC1
- relative energy (zero: lowest compared OMol25 entry of this formula, charge and spin) (eV) = 4.5355
- Kohn-Sham gap (eV) = 7.72

***

Entry 4:
Here is 2 unconnected molecules or ions with the total composition C7H13NP from the Open Molecules 2025 dataset. Energies are from wB97M-V/def2-TZVPD.

Structure (XYZ):
```
22
Properties=species:S:1:pos:R:3:mulliken_charge:R:1
C 1.726 -0.842 -1.557 -0.50
C -0.980 1.500 0.565 0.32
C -0.396 1.373 1.773 -0.09
C -0.103 -1.205 -0.139 -0.64
C -1.032 2.816 -0.136 -1.43
C 0.344 -2.682 -2.023 -1.10
C -0.369 0.191 2.688 -0.72
N 0.645 -1.504 -1.174 0.13
P 1.203 0.103 1.549 0.23
H 2.261 -1.189 -2.358 0.34
H 2.066 -0.033 -1.049 0.28
H -1.254 0.631 -0.097 0.46
H -0.069 2.294 2.282 0.40
H -0.559 -1.967 0.507 0.32
H -0.063 3.257 -0.333 0.35
H -1.492 2.778 -1.035 0.43
H -1.485 3.554 0.557 0.36
H 1.184 -3.343 -1.866 0.42
H 0.162 -2.329 -2.973 0.40
H -0.490 -3.231 -1.699 0.38
H -1.051 -0.593 2.769 0.33
H -0.246 0.422 3.750 0.34
```

Summary:
- calculated total energy (eV) = -18235.2851
- charge = +1
- relative energy (zero: lowest compared OMol25 entry of this formula, charge and spin) (eV) = 4.5627
- Kohn-Sham gap (spin up / spin down) (eV) = 5.93 / 5.93

***

Entry 5:
Here is 2 unconnected molecules or ions with the total composition C7H13O from the Open Molecules 2025 dataset. Energies are from wB97M-V/def2-TZVPD.

Structure (XYZ):
```
21
Properties=species:S:1:pos:R:3:mulliken_charge:R:1
C 2.761 0.127 -0.638 -0.59
O 3.774 0.915 -0.231 -0.87
C 1.616 0.061 0.415 -0.19
C 0.520 -0.823 -0.052 -0.36
C -0.819 -0.569 0.122 0.85
C -1.799 -1.472 -0.257 -0.46
C -1.316 0.652 0.906 -0.97
C -1.542 1.906 0.030 -0.93
H 2.252 0.515 -1.563 0.19
H 3.115 -0.911 -0.848 0.16
H 1.999 -0.244 1.392 0.32
H 1.255 1.086 0.491 0.15
H -0.746 -3.466 -0.608 0.77
H 0.733 -1.831 -0.405 0.05
H -2.732 -1.168 -0.746 0.29
H -1.350 -2.621 -0.529 -1.11
H -0.601 0.942 1.672 0.38
H -2.263 0.324 1.331 0.42
H -2.096 2.629 0.622 0.32
H -2.175 1.644 -0.815 0.28
H -0.585 2.303 -0.290 0.32
```

Summary:
- calculated total energy (eV) = -9510.9159
- charge = -1
- relative energy (zero: lowest compared OMol25 entry of this formula, charge and spin) (eV) = 5.4993
- Kohn-Sham gap (eV) = 4.45

***

Entry 6:
Here is 2 unconnected molecules or ions with the total composition C7H13O from the Open Molecules 2025 dataset. Energies are from wB97M-V/def2-TZVPD.

Structure (XYZ):
```
21
Properties=species:S:1:pos:R:3:mulliken_charge:R:1
C 2.673 -0.473 -0.390 -0.12
O 3.486 -0.467 0.643 -0.80
C 1.559 0.602 -0.354 -0.51
C 0.528 0.257 0.641 0.26
C -0.761 1.042 0.642 -0.97
C -1.789 -0.131 -1.293 -1.04
C -1.823 0.112 0.083 0.71
C -2.600 -0.554 0.998 -1.12
H 2.047 -1.452 -0.487 -0.04
H 3.110 -0.406 -1.425 0.23
H 1.170 0.899 -1.321 0.32
H 2.094 1.439 0.100 0.23
H 1.003 0.067 1.600 0.28
H 0.162 -0.851 0.257 -0.75
H -1.020 1.349 1.643 0.32
H -0.651 1.927 0.024 0.41
H -2.499 -0.818 -1.728 0.31
H -1.146 0.456 -1.920 0.18
H 0.310 -1.519 -0.365 0.55
H -2.536 -0.198 2.009 0.24
H -3.316 -1.281 0.643 0.30
```

Summary:
- calculated total energy (eV) = -9511.0975
- charge = -1
- relative energy (zero: lowest compared OMol25 entry of this formula, charge and spin) (eV) = 5.3176
- Kohn-Sham gap (eV) = 5.02

***

Entry 7:
Here is 2 unconnected molecules or ions with the total composition C7H13O from the Open Molecules 2025 dataset. Energies are from wB97M-V/def2-TZVPD.

Structure (XYZ):
```
21
Properties=species:S:1:pos:R:3:mulliken_charge:R:1
C -0.483 1.879 -2.246 -0.70
O 0.329 2.884 -2.557 -0.86
C -0.017 1.208 -0.945 -0.32
C -0.723 0.027 -0.433 -0.38
C -0.411 -0.598 0.758 0.76
C -1.237 -1.479 1.383 -0.91
C 0.922 -0.191 1.487 -0.76
C 2.069 -0.826 0.700 -1.13
H -0.550 1.057 -3.015 0.20
H -1.553 2.200 -2.157 0.21
H -0.051 2.028 -0.201 0.28
H 1.073 1.117 -1.039 0.31
H -3.034 -2.567 0.369 1.15
H -1.594 -0.217 -1.035 0.49
H -1.290 -1.636 2.462 0.22
H -2.158 -2.159 0.897 -1.31
H 0.893 0.888 1.565 0.32
H 0.746 -0.641 2.464 0.43
H 2.306 -1.805 1.119 0.34
H 1.775 -0.923 -0.338 0.38
H 2.990 -0.246 0.764 0.28
```

Summary:
- calculated total energy (eV) = -9510.7530
- charge = -1
- relative energy (zero: lowest compared OMol25 entry of this formula, charge and spin) (eV) = 5.6622
- Kohn-Sham gap (eV) = 4.63

***

Entry 8:
Here is a gas-phase ion, C7H14 (charge -1) from the Open Molecules 2025 dataset. Energies are from wB97M-V/def2-TZVPD.

Structure (XYZ):
```
21
Properties=species:S:1:pos:R:3:mulliken_charge:R:1
C 0.359 -2.625 0.596 -1.37
C 0.548 -1.568 -0.541 0.02
C 1.271 -0.299 -0.255 -0.65
C 0.382 0.549 0.733 -2.76
C -1.043 2.645 0.795 0.04
C -0.588 1.578 0.158 3.04
C -1.096 1.244 -1.310 -3.21
H 0.601 -3.713 0.340 0.37
H 1.286 -2.382 1.283 0.18
H -0.576 -2.517 1.166 0.63
H 1.013 -2.097 -1.490 0.41
H -0.494 -1.205 -0.932 -0.21
H 2.210 -0.704 0.256 0.77
H 1.365 0.244 -1.203 0.13
H 1.026 0.980 1.431 -0.13
H -0.144 0.017 1.590 -0.10
H -1.657 3.494 0.502 0.27
H -0.581 2.994 1.659 0.47
H -1.296 2.110 -1.880 0.79
H -2.122 0.734 -1.171 0.53
H -0.463 0.522 -1.728 -0.21
```

Summary:
- calculated total energy (eV) = -7482.2515
- charge = -1
- expectation value of S² = 0.750
- relative energy (zero: lowest compared OMol25 entry of this formula, charge and spin) (eV) = 1.6356
- Kohn-Sham gap (spin up / spin down) (eV) = 2.62 / 9.21
- 2S+1 = 2

***

Entry 9:
Here is C7H14 in the gas phase from the Open Molecules 2025 dataset. Energies are from wB97M-V/def2-TZVPD.

Structure (XYZ):
```
21
Properties=species:S:1:pos:R:3:mulliken_charge:R:1
C -2.049 -0.638 -0.033 -1.17
C -0.936 -1.017 -1.009 -0.31
C 0.115 1.155 0.775 -0.65
C 0.167 0.686 2.182 -0.84
C 0.471 -0.986 -0.401 -0.94
C 1.079 0.420 -0.091 0.76
C 1.441 1.178 -1.370 -1.47
H -3.038 -0.807 -0.473 0.38
H -1.988 -1.232 0.888 0.27
H -1.978 0.423 0.240 0.33
H -1.114 -2.034 -1.381 0.33
H -0.979 -0.361 -1.887 0.24
H -0.833 0.627 2.627 0.27
H 0.648 1.535 2.698 0.40
H 0.746 -0.225 2.413 0.32
H 0.474 -1.589 0.517 0.34
H 1.171 -1.471 -1.093 0.37
H 2.006 0.207 0.477 0.29
H 1.816 2.178 -1.131 0.42
H 0.564 1.305 -2.012 0.29
H 2.217 0.648 -1.936 0.37
```

Summary:
- calculated total energy (eV) = -7482.6944
- relative energy (zero: lowest compared OMol25 entry of this formula, charge and spin) (eV) = 3.5999
- Kohn-Sham gap (eV) = 8.39

***

Entry 10:
Here is 2 unconnected molecules or ions with the total composition C7H14 from the Open Molecules 2025 dataset. Energies are from wB97M-V/def2-TZVPD.

Structure (XYZ):
```
21
Properties=species:S:1:pos:R:3:mulliken_charge:R:1
C 2.779 0.819 -0.646 -1.13
C 2.073 -0.227 0.206 -0.31
C 0.777 -0.711 -0.372 -0.78
C -0.507 -0.404 0.113 0.45
C -1.732 -0.540 -0.623 -0.28
C -2.882 0.406 -0.407 -1.08
C -0.587 0.004 1.607 -1.18
H 3.838 1.052 -0.587 0.36
H 2.189 1.745 -0.556 0.26
H 2.597 0.542 -1.705 0.30
H 2.078 0.237 1.202 0.23
H 2.633 -1.207 0.336 0.25
H 0.888 -1.240 -1.330 0.33
H -0.425 1.455 0.025 0.37
H -1.712 -0.948 -1.644 0.28
H -2.981 1.169 -1.214 0.28
H -2.877 1.075 0.464 0.31
H -3.859 -0.090 -0.394 0.31
H 0.349 -0.011 2.182 0.32
H -1.228 -0.627 2.174 0.40
H -0.919 1.040 1.730 0.33
```

Summary:
- calculated total energy (eV) = -7477.7071
- relative energy (zero: lowest compared OMol25 entry of this formula, charge and spin) (eV) = 8.5873
- Kohn-Sham gap (eV) = 3.12